Entry from the Open Molecules 2025 dataset: 2 unconnected molecules or ions with the total composition C2H10NOS (ωB97M-V/def2-TZVPD).

Output
E_LUMO in eV: -3.51
Relative energy (zero: lowest compared OMol25 entry of this formula, charge and spin) in kcal/mol: 3.87
E_tot in eV: -16602.517
Orbital gap in Eh: 0.34595
Net charge: +1

CARTESIAN COORDINATES (ANGSTROEM)
C -0.60185 0.88772 -0.09258
C -0.46863 -0.55699 0.31293
S -1.38328 -0.78860 1.85856
N 0.16417 1.10793 -1.40258
H -0.20115 1.57533 0.63399
H -1.63656 1.12981 -0.31930
H 0.55733 -0.88558 0.47176
H -0.83999 -1.19653 -0.49036
H -0.51386 -1.59381 2.47935
H -0.50120 1.14599 -2.17894
H 0.83856 0.34576 -1.51203
H 0.67613 1.98830 -1.41976
H 3.22899 0.10582 -1.12783
H 3.29309 -0.11529 -2.62399
O 2.67295 0.10912 -1.91939